Below is a structure of composition C7H14N, with properties calculated with ωB97M-V/def2-TZVPD.

Cartesian coordinates (Å):
1 C -1.39 -0.49 -0.12
2 C -2.57 -0.17 0.18
3 C -0.64 -1.71 -0.25
4 C 0.83 -0.36 0.07
5 C 1.00 -0.01 1.54
6 C 1.98 -0.51 -0.82
7 C -0.41 1.93 -0.35
8 N -0.35 0.50 -0.49
9 H -3.05 0.81 0.37
10 H -3.45 -0.83 0.45
11 H -0.67 -2.54 0.35
12 H -0.43 -1.86 -1.23
13 H 1.69 0.85 1.65
14 H 1.51 -0.86 2.02
15 H 0.05 0.22 2.01
16 H 1.72 -0.64 -1.94
17 H 2.41 -1.53 -0.54
18 H 2.86 0.02 -0.66
19 H 0.65 2.19 -0.34
20 H -0.92 2.48 -1.01
21 H -0.79 2.15 0.57
22 H -0.03 0.35 -1.43

Calculated values
DFT total energy = -329.48453 a.u.
molar mass = 112.20 g mol⁻¹
charge = +1
ΔE to the lowest compared entry with this formula, charge and spin = 3.3470 eV
frontier orbital gap = 10.9 eV
LUMO level = -0.111 Eh

=====

Below is a cluster of 11 separate species, C21H37Br8Cl15O2 in total, with properties calculated with ωB97M-V/def2-TZVPD.

Cartesian coordinates (Å):
1 Cl 4.29 -0.97 -1.11
2 C 6.05 -1.31 -1.50
3 Cl 7.16 -0.32 -0.56
4 Cl 6.43 -1.11 -3.23
5 H 6.32 -2.36 -1.36
6 Cl -6.65 -1.73 1.80
7 C -5.11 -0.91 1.27
8 Cl -4.26 -1.77 -0.11
9 Cl -4.00 -0.70 2.65
10 H -5.40 0.06 0.86
11 Cl 0.76 -6.58 -3.38
12 C 0.32 -5.08 -2.54
13 Cl 1.10 -3.74 -3.30
14 Cl 0.60 -5.21 -0.77
15 H -0.76 -5.02 -2.65
16 Cl -3.26 -0.15 -3.31
17 C -3.06 -1.32 -4.70
18 Cl -2.57 -2.91 -4.11
19 Cl -1.80 -0.73 -5.86
20 H -3.98 -1.42 -5.26
21 Cl -1.34 1.98 1.93
22 C -0.31 2.22 3.33
23 Cl 1.40 2.37 2.87
24 Cl -0.49 0.96 4.50
25 H -0.60 3.16 3.80
26 C 0.69 -0.71 -0.67
27 C -0.83 -0.90 -0.42
28 C -0.82 -2.09 0.48
29 O 0.36 -1.91 1.30
30 C 1.30 -1.07 0.71
31 H 0.74 0.33 -1.01
32 H 1.09 -1.38 -1.44
33 H -1.53 -1.00 -1.25
34 H -1.18 0.01 0.07
35 H -0.72 -3.04 -0.05
36 H -1.71 -2.17 1.11
37 H 2.31 -1.46 0.67
38 H 1.19 -0.16 1.31
39 C -4.66 4.65 -0.90
40 C -4.13 3.46 -1.61
41 C -4.11 2.31 -0.57
42 O -5.05 2.74 0.43
43 C -4.87 4.13 0.57
44 H -5.59 5.06 -1.28
45 H -4.03 5.54 -0.77
46 H -3.09 3.67 -1.87
47 H -4.72 3.21 -2.49
48 H -3.10 2.15 -0.20
49 H -4.40 1.42 -1.12
50 H -4.04 4.26 1.27
51 H -5.78 4.58 0.95
52 Br 1.65 -2.09 4.72
53 C 0.04 -3.15 4.15
54 C -1.26 -2.31 4.25
55 Br -2.69 -3.69 4.02
56 H 0.02 -3.99 4.84
57 H 0.32 -3.61 3.20
58 H -1.25 -1.56 3.46
59 H -1.39 -1.79 5.19
60 Br 0.07 2.76 -6.25
61 C -0.53 3.12 -4.36
62 C 0.07 2.15 -3.32
63 Br -0.65 2.56 -1.45
64 H -1.62 3.08 -4.31
65 H -0.19 4.12 -4.08
66 H 1.16 2.22 -3.34
67 H -0.13 1.09 -3.50
68 Br 2.80 4.31 -1.48
69 C 3.11 2.60 -0.42
70 C 4.00 2.92 0.73
71 Br 4.43 1.34 1.92
72 H 3.54 1.81 -1.03
73 H 2.16 2.18 -0.08
74 H 3.48 3.72 1.26
75 H 4.96 3.31 0.42
76 Br 5.87 -3.77 0.90
77 C 6.04 -2.49 2.37
78 C 4.91 -2.59 3.32
79 Br 4.94 -1.22 4.83
80 H 6.10 -1.46 2.02
81 H 6.98 -2.65 2.90
82 H 4.88 -3.56 3.82
83 H 3.99 -2.37 2.78

Calculated values
DFT total energy = -28467.74192 a.u.
molar mass = 1492.55 g mol⁻¹
SMILES = ClC(Cl)Cl.ClC(Cl)Cl.ClC(Cl)Cl.ClC(Cl)Cl.ClC(Cl)Cl.C1CCOC1.C1CCOC1.BrCCBr.BrCCBr.BrCCBr.BrCCBr
frontier orbital gap = 9.5 eV
LUMO level = 0.004 Eh

=====

Below is a structure of composition C34H87F4HgN7O22S4, with properties calculated with ωB97M-V/def2-TZVPD.

Cartesian coordinates (Å):
1 Hg 5.53 -11.50 -14.18
2 N 5.68 -12.40 -16.20
3 S 6.68 -13.01 -17.22
4 O 6.59 -12.48 -18.54
5 O 7.09 -14.36 -16.98
6 F 7.95 -12.24 -16.61
7 S 4.33 -13.10 -17.03
8 O 4.35 -14.52 -17.31
9 O 3.59 -12.30 -17.97
10 F 3.37 -13.04 -15.74
11 N 3.54 -11.38 -13.20
12 S 1.98 -10.84 -13.75
13 O 1.42 -9.65 -13.19
14 O 1.08 -11.82 -14.25
15 F 2.50 -10.23 -15.15
16 S 3.00 -11.78 -11.83
17 O 2.35 -13.08 -11.77
18 O 2.63 -10.77 -10.88
19 F 4.45 -12.17 -11.18
20 C -1.64 -8.59 -9.72
21 C -0.45 -9.17 -10.46
22 O 0.66 -9.25 -9.60
23 O -2.01 -9.41 -8.62
24 H -2.46 -8.57 -10.44
25 H -1.43 -7.56 -9.43
26 H -0.15 -8.50 -11.28
27 H -0.66 -10.12 -10.96
28 H 1.30 -9.90 -9.94
29 H -1.34 -9.30 -7.94
30 C 6.65 -9.38 -16.22
31 C 6.17 -9.40 -17.70
32 O 6.05 -8.07 -18.18
33 O 5.56 -9.40 -15.29
34 H 7.19 -8.43 -16.10
35 H 7.43 -10.11 -16.03
36 H 5.24 -9.96 -17.84
37 H 6.98 -9.87 -18.27
38 H 5.17 -7.73 -18.01
39 H 5.03 -8.56 -15.26
40 C 2.21 -5.68 -18.37
41 O 3.14 -6.67 -17.90
42 C 2.60 -7.58 -16.96
43 C 2.97 -7.03 -15.57
44 N 4.44 -6.85 -15.39
45 C 4.69 -6.30 -14.05
46 C 6.16 -5.98 -13.93
47 O 6.56 -5.21 -15.02
48 C 7.96 -5.01 -15.20
49 H 2.75 -5.03 -19.06
50 H 1.73 -5.23 -17.50
51 H 1.45 -6.16 -19.00
52 H 3.16 -8.51 -17.12
53 H 1.52 -7.73 -17.09
54 H 2.65 -7.74 -14.81
55 H 2.46 -6.06 -15.48
56 H 4.87 -6.29 -16.11
57 H 4.28 -6.90 -13.25
58 H 4.17 -5.33 -13.99
59 H 6.68 -6.95 -13.95
60 H 6.39 -5.48 -12.98
61 H 8.47 -5.73 -15.85
62 H 8.44 -5.16 -14.23
63 H 8.21 -4.02 -15.57
64 C -4.78 -8.46 -14.11
65 O -4.47 -9.77 -14.49
66 C -3.34 -10.29 -13.77
67 C -2.91 -11.61 -14.42
68 N -4.05 -12.54 -14.16
69 C -4.00 -13.77 -14.99
70 C -2.65 -14.41 -15.15
71 O -1.81 -13.65 -16.02
72 C -0.46 -14.07 -15.95
73 H -5.56 -8.12 -14.79
74 H -3.94 -7.80 -14.34
75 H -5.10 -8.31 -13.07
76 H -3.56 -10.45 -12.71
77 H -2.52 -9.57 -13.84
78 H -2.00 -11.98 -13.98
79 H -2.87 -11.39 -15.49
80 H -4.85 -12.05 -14.56
81 H -4.38 -13.55 -15.99
82 H -4.65 -14.46 -14.44
83 H -2.84 -15.29 -15.76
84 H -2.25 -14.53 -14.14
85 H 0.10 -13.39 -16.59
86 H -0.37 -15.14 -16.18
87 H -0.03 -14.03 -14.94
88 C -3.12 -12.10 -23.12
89 O -1.78 -11.65 -23.32
90 C -0.88 -12.53 -22.70
91 C 0.49 -11.80 -22.60
92 N 0.46 -10.54 -21.88
93 C 0.00 -10.69 -20.51
94 C 0.30 -9.39 -19.74
95 O -0.31 -9.21 -18.47
96 C -0.29 -10.37 -17.62
97 H -3.76 -12.04 -24.00
98 H -3.53 -11.42 -22.37
99 H -3.24 -13.08 -22.66
100 H -0.79 -13.47 -23.24
101 H -1.16 -12.75 -21.66
102 H 0.79 -11.56 -23.62
103 H 1.22 -12.54 -22.25
104 H -0.08 -9.88 -22.41
105 H 0.44 -11.55 -20.01
106 H -1.09 -10.81 -20.35
107 H -0.02 -8.55 -20.36
108 H 1.39 -9.39 -19.60
109 H -0.73 -11.24 -18.10
110 H -0.99 -10.15 -16.81
111 H 0.75 -10.48 -17.31
112 C 5.38 -9.14 -11.51
113 O 6.22 -9.76 -12.48
114 C 7.53 -9.96 -12.00
115 C 8.38 -10.63 -13.09
116 N 7.86 -11.88 -13.67
117 C 7.86 -12.87 -12.58
118 C 7.11 -14.10 -13.06
119 O 5.75 -13.75 -13.30
120 C 4.94 -14.91 -13.50
121 H 4.41 -8.92 -11.95
122 H 5.74 -8.18 -11.13
123 H 5.28 -9.80 -10.64
124 H 7.54 -10.57 -11.09
125 H 8.01 -9.01 -11.75
126 H 9.41 -10.77 -12.75
127 H 8.35 -9.90 -13.91
128 H 8.62 -12.16 -14.28
129 H 7.28 -12.52 -11.72
130 H 8.83 -13.08 -12.12
131 H 7.26 -14.91 -12.36
132 H 7.55 -14.41 -14.02
133 H 4.58 -15.21 -12.51
134 H 5.56 -15.68 -13.95
135 H 4.06 -14.79 -14.12
136 C 9.56 -13.00 -6.65
137 O 8.30 -12.61 -7.17
138 C 7.84 -11.39 -6.61
139 C 6.52 -10.96 -7.22
140 N 5.50 -12.00 -7.16
141 C 4.24 -11.45 -7.64
142 C 3.25 -12.60 -7.73
143 O 3.80 -13.50 -8.67
144 C 2.95 -14.58 -8.91
145 H 10.37 -12.44 -7.11
146 H 9.63 -14.07 -6.83
147 H 9.64 -12.86 -5.57
148 H 8.60 -10.61 -6.78
149 H 7.88 -11.42 -5.52
150 H 6.68 -10.70 -8.28
151 H 6.22 -10.05 -6.70
152 H 5.71 -12.78 -7.77
153 H 4.41 -10.98 -8.62
154 H 3.86 -10.64 -7.01
155 H 2.25 -12.22 -7.97
156 H 3.03 -13.09 -6.78
157 H 3.28 -15.29 -9.67
158 H 1.94 -14.25 -9.17
159 H 2.88 -15.15 -7.98

Calculated values
DFT total energy = -5531.43247 a.u.
molar mass = 1350.95 g mol⁻¹
frontier orbital gap = 7.0 eV
LUMO level = -0.055 Eh

=====

Below is a cluster of 7 separate species, C32H41F18O12S in total, with properties calculated with ωB97M-V/def2-TZVPD.

Cartesian coordinates (Å):
1 C 3.46 -0.94 -0.24
2 C 3.00 0.48 -0.47
3 C 3.77 1.52 0.06
4 C 3.40 2.84 -0.08
5 C 2.25 3.19 -0.77
6 C 1.48 2.17 -1.31
7 C 1.84 0.83 -1.16
8 C 0.90 -0.20 -1.75
9 S -0.70 -0.26 -0.87
10 H 4.53 -1.00 -0.43
11 H 2.96 -1.66 -0.88
12 H 3.26 -1.25 0.79
13 H 4.68 1.29 0.59
14 H 4.02 3.62 0.36
15 H 1.93 4.21 -0.90
16 H 0.57 2.44 -1.85
17 H 1.26 -1.21 -1.61
18 H 0.67 -0.02 -2.79
19 H -0.33 -0.78 0.32
20 H -0.89 1.02 -0.49
21 C 7.86 4.29 -2.32
22 C 7.77 5.80 -2.19
23 O 6.45 6.29 -2.54
24 C 5.50 6.12 -1.64
25 O 5.59 5.62 -0.56
26 C 4.18 6.72 -2.17
27 F 3.91 6.28 -3.41
28 F 4.24 8.05 -2.21
29 F 3.17 6.37 -1.38
30 H 7.58 3.98 -3.32
31 H 8.87 3.97 -2.12
32 H 7.19 3.80 -1.61
33 H 8.44 6.28 -2.89
34 H 8.02 6.14 -1.19
35 C 4.08 -0.18 3.37
36 C 4.97 0.39 4.45
37 O 5.31 -0.61 5.43
38 C 6.24 -1.49 5.06
39 O 6.80 -1.53 4.01
40 C 6.51 -2.47 6.22
41 F 5.37 -2.96 6.72
42 F 7.17 -1.84 7.20
43 F 7.25 -3.49 5.80
44 H 3.19 -0.63 3.81
45 H 3.78 0.60 2.68
46 H 4.60 -0.96 2.81
47 H 4.45 1.17 5.01
48 H 5.88 0.82 4.04
49 C -5.09 -3.51 1.73
50 C -4.19 -3.65 2.94
51 O -2.90 -4.22 2.57
52 C -2.03 -3.44 1.99
53 O -2.14 -2.27 1.72
54 C -0.73 -4.22 1.68
55 F -0.99 -5.37 1.07
56 F -0.07 -4.47 2.81
57 F 0.06 -3.48 0.89
58 H -5.21 -4.47 1.23
59 H -6.07 -3.16 2.05
60 H -4.69 -2.80 1.01
61 H -4.61 -4.36 3.64
62 H -4.03 -2.71 3.46
63 C -3.09 -9.37 2.77
64 C -3.52 -7.93 2.97
65 O -4.90 -7.71 2.61
66 C -5.82 -8.13 3.46
67 O -5.64 -8.67 4.51
68 C -7.21 -7.76 2.92
69 F -7.35 -8.13 1.64
70 F -7.39 -6.43 2.99
71 F -8.17 -8.34 3.63
72 H -3.28 -9.68 1.74
73 H -2.03 -9.47 2.99
74 H -3.64 -10.04 3.43
75 H -2.96 -7.27 2.32
76 H -3.36 -7.61 4.00
77 C -11.41 -4.99 -1.06
78 C -10.42 -5.02 0.08
79 O -9.12 -5.46 -0.35
80 C -8.39 -4.58 -1.01
81 O -8.66 -3.45 -1.28
82 C -7.03 -5.22 -1.38
83 F -7.18 -6.42 -1.94
84 F -6.29 -5.37 -0.27
85 F -6.35 -4.45 -2.23
86 H -11.48 -5.96 -1.53
87 H -12.40 -4.72 -0.68
88 H -11.13 -4.26 -1.82
89 H -10.72 -5.74 0.84
90 H -10.33 -4.05 0.57
91 C 3.37 9.46 -4.95
92 C 1.99 9.89 -5.37
93 O 1.89 11.32 -5.55
94 C 2.43 11.81 -6.66
95 O 2.96 11.19 -7.53
96 C 2.24 13.34 -6.70
97 F 2.61 13.90 -5.55
98 F 0.94 13.63 -6.91
99 F 2.95 13.87 -7.68
100 H 3.67 9.99 -4.04
101 H 3.39 8.39 -4.76
102 H 4.11 9.69 -5.72
103 H 1.26 9.66 -4.60
104 H 1.67 9.40 -6.29

Calculated values
DFT total energy = -4342.45679 a.u.
molar mass = 991.70 g mol⁻¹
charge = +1
frontier orbital gap = 9.2 eV
LUMO level = -0.120 Eh

=====

Below is an isolated molecule of C2H7O2P, with properties calculated with ωB97M-V/def2-TZVPD.

Cartesian coordinates (Å):
1 C -0.14 -0.82 1.79
2 C -0.44 0.64 -1.30
3 O 0.59 1.38 -1.82
4 O -0.08 -0.67 -0.92
5 P 0.97 -0.97 0.31
6 H -0.45 0.25 1.95
7 H -0.99 -1.54 1.78
8 H 0.44 -1.23 2.57
9 H -0.88 1.19 -0.51
10 H -1.39 0.44 -1.89
11 H 0.79 0.97 -2.69
12 H 1.60 0.35 0.74

Calculated values
DFT total energy = -572.01672 a.u.
molar mass = 94.05 g mol⁻¹
ΔE to the lowest compared entry with this formula, charge and spin = 1.4113 eV
spin multiplicity = 3
frontier orbital gap (alpha / beta) = 4.9 / 8.1 eV
<S²> = 2.00
LUMO level (alpha / beta) = 0.029 / -0.099 Eh

=====

Below is a cluster of 2 separate species, CH4ClO2P in total, with properties calculated with ωB97M-V/def2-TZVPD.

Cartesian coordinates (Å):
1 O 1.41 1.46 0.92
2 P 2.10 -0.05 0.81
3 Cl 3.38 0.48 -0.65
4 H 0.40 1.47 0.76
5 H 2.95 0.10 1.88
6 C -2.52 -0.83 -0.88
7 O -1.62 -0.01 -0.79
8 H -2.49 -1.91 -1.23
9 H -3.60 -0.71 -0.83

Calculated values
DFT total energy = -992.50365 a.u.
molar mass = 114.47 g mol⁻¹
SMILES = OPCl.C=O
ΔE to the lowest compared entry with this formula, charge and spin = 0.9632 eV
frontier orbital gap = 9.7 eV
LUMO level = 0.013 Eh

=====

Below is a cluster of 2 separate species, C4H4Cl4 in total, with properties calculated with ωB97M-V/def2-TZVPD.

Cartesian coordinates (Å):
1 C -0.77 -0.04 0.12
2 C -1.91 0.63 0.21
3 C 0.50 0.69 -0.07
4 C -4.22 -0.28 0.04
5 Cl -2.27 2.23 -0.05
6 Cl -4.98 0.28 1.42
7 Cl -5.01 0.28 -1.37
8 Cl -3.98 -2.04 -0.10
9 H -0.64 -1.11 0.29
10 H 0.29 1.79 0.16
11 H 0.96 0.54 -1.11
12 H 1.42 0.41 0.67

Calculated values
DFT total energy = -1995.42054 a.u.
molar mass = 193.89 g mol⁻¹
ΔE to the lowest compared entry with this formula, charge and spin = 3.8809 eV
frontier orbital gap (alpha / beta) = 8.1 / 8.2 eV
LUMO level (alpha / beta) = -0.033 / -0.025 Eh

=====

Below is a structure of composition C14H25FeN2PS, with properties calculated with ωB97M-V/def2-TZVPD.

Cartesian coordinates (Å):
1 Fe 0.12 1.21 0.01
2 C -2.68 0.55 0.28
3 C -2.31 0.21 -1.15
4 N -1.11 0.97 -1.67
5 C -1.48 2.31 -2.26
6 C -0.80 3.54 -1.62
7 S -0.06 3.41 0.04
8 C -1.57 3.50 1.15
9 C -1.68 2.19 1.95
10 N -1.50 0.92 1.16
11 H -3.15 -0.34 0.67
12 H -3.43 1.33 0.28
13 H -3.18 0.44 -1.80
14 H -2.15 -0.86 -1.25
15 H -0.63 0.38 -2.40
16 H -2.54 2.52 -2.09
17 H -1.38 2.25 -3.38
18 H -1.53 4.36 -1.57
19 H 0.07 3.78 -2.20
20 H -2.46 3.77 0.63
21 H -1.32 4.27 1.90
22 H -2.69 2.15 2.38
23 H -0.90 2.26 2.78
24 H -1.40 0.12 1.83
25 C 2.94 0.04 1.22
26 P 1.68 -0.56 0.08
27 C 2.27 -0.72 -1.66
28 C 1.29 -2.23 0.58
29 C 1.83 -2.77 1.79
30 C 2.11 -4.12 1.84
31 C 1.68 -4.99 0.81
32 C 0.91 -4.49 -0.22
33 C 0.74 -3.09 -0.37
34 H 2.51 0.15 2.25
35 H 3.23 1.03 0.89
36 H 3.79 -0.59 1.31
37 H 2.83 -1.66 -1.79
38 H 2.95 0.09 -1.87
39 H 1.43 -0.71 -2.37
40 H 2.24 -2.13 2.57
41 H 2.64 -4.56 2.69
42 H 1.90 -6.07 0.77
43 H 0.46 -5.23 -0.89
44 H 0.33 -2.64 -1.27

Calculated values
DFT total energy = -2660.11633 a.u.
molar mass = 340.25 g mol⁻¹
charge = +3
spin multiplicity = 6
frontier orbital gap (alpha / beta) = 9.0 / 5.3 eV
<S²> = 8.78
LUMO level (alpha / beta) = -0.368 / -0.520 Eh